Record 1
{
  "formula": "C4H8O",
  "method": "ωB97M-V/def2-TZVPD",
  "species": ["C", "C", "C", "C", "O", "H", "H", "H", "H", "H", "H", "H", "H"],
  "xyz": [[0.189, 1.280, -0.010], [0.736, 0.314, -0.691], [-3.283, -0.250, 0.289], [0.677, -1.044, 0.014], [-2.154, -0.325, -0.214], [0.109, 2.315, -0.252], [-0.298, 1.041, 0.958], [1.215, 0.338, -1.799], [-4.098, -0.452, -0.379], [1.665, -1.120, 0.482], [0.556, -1.942, -0.674], [-0.048, -0.838, 0.723], [-2.083, -0.380, -1.303]],
  "atomic_forces_ev_per_a": [[-0.8, 1.2, 1.2], [1.1, -1.9, -2.9], [-1.7, 0.0, 2.9], [2.4, -0.1, -2.6], [2.0, 0.0, -4.5], [0.2, 0.5, -0.6], [0.4, 0.2, -0.6], [-1.1, 0.4, 2.9], [-0.6, 0.0, -1.3], [-0.2, -0.5, 0.2], [-0.2, 1.2, 1.0], [-1.4, -0.9, 1.5], [-0.1, -0.2, 2.9]],
  "homo_energy_ev": -8.27,
  "e_tot_ev": -6319.9206,
  "orbital_gap_ha": 0.3212,
  "fmax_ev_per_a": 4.94
}


Record 2
{
  "formula": "C25H45I2N6O6",
  "method": "ωB97M-V/def2-TZVPD",
  "species": ["C", "C", "O", "O", "C", "C", "N", "C", "C", "C", "C", "C", "N", "C", "C", "C", "O", "C", "C", "I", "C", "C", "I", "N", "O", "C", "C", "C", "N", "H", "H", "H", "H", "H", "H", "H", "H", "H", "H", "H", "H", "H", "H", "H", "H", "H", "H", "H", "H", "H", "H", "H", "H", "H", "H", "H", "H", "H", "H", "H", "C", "C", "O", "N", "C", "H", "H", "H", "H", "H", "H", "H", "C", "C", "O", "N", "C", "H", "H", "H", "H", "H", "H", "H"],
  "xyz": [[-0.376, 7.213, -0.871], [-1.325, 5.854, -0.795], [-2.041, 5.693, 0.319], [-1.242, 4.934, -1.937], [-2.553, 4.420, -2.353], [-2.321, 2.794, -2.667], [-1.791, 2.199, -1.345], [-0.314, 2.020, -0.937], [1.011, 2.414, -1.862], [0.989, 1.363, -3.144], [2.029, 0.075, -2.935], [1.466, -0.987, -1.821], [2.397, -2.131, -1.492], [1.707, -3.258, -0.758], [3.683, -1.690, -0.837], [4.019, -0.230, -0.181], [4.661, -2.634, -0.739], [-0.416, 1.398, 0.576], [0.854, 1.030, 1.577], [1.070, -0.903, 2.608], [1.940, 2.047, 1.864], [1.949, 3.577, 1.211], [3.634, 1.587, 3.221], [-1.918, 1.237, 0.853], [-2.345, 0.709, 2.015], [-2.799, 1.715, -0.280], [-4.426, 1.750, -0.484], [-5.288, 1.122, 0.777], [-5.183, -0.412, 0.870], [0.503, 7.042, -1.660], [-0.977, 8.201, -1.054], [0.182, 7.258, 0.184], [-3.392, 4.460, -1.539], [-2.976, 4.883, -3.343], [-3.288, 2.261, -3.055], [-1.429, 2.770, -3.458], [2.024, 2.327, -1.282], [0.938, 3.491, -2.318], [1.225, 1.929, -4.154], [-0.103, 0.950, -3.228], [2.073, -0.515, -3.969], [3.112, 0.474, -2.729], [1.153, -0.495, -0.794], [0.471, -1.482, -2.256], [1.231, -2.841, 0.234], [2.474, -4.091, -0.436], [0.858, -3.734, -1.436], [3.164, 0.565, -0.249], [4.979, 0.223, -0.708], [4.303, -0.385, 0.958], [0.858, 3.879, 0.836], [2.749, 3.649, 0.329], [2.304, 4.381, 2.016], [-2.458, -0.287, 1.941], [-4.658, 1.052, -1.425], [-4.835, 2.813, -0.773], [-6.433, 1.333, 0.525], [-4.998, 1.602, 1.807], [-4.562, -0.791, 0.118], [-4.820, -0.682, 1.817], [9.120, -6.069, -0.916], [9.492, -4.613, -0.997], [10.607, -4.241, -1.360], [8.546, -3.695, -0.651], [7.193, -3.933, -0.204], [9.972, -6.683, -1.220], [8.856, -6.329, 0.113], [8.284, -6.278, -1.589], [8.865, -2.735, -0.729], [6.513, -3.438, -0.901], [7.080, -3.489, 0.787], [6.951, -4.996, -0.155], [-7.372, -2.303, 5.213], [-6.474, -2.413, 4.012], [-5.418, -1.789, 3.923], [-6.864, -3.240, 3.000], [-8.057, -4.049, 2.919], [-6.935, -1.610, 5.936], [-8.351, -1.917, 4.913], [-7.479, -3.280, 5.691], [-6.211, -3.266, 2.224], [-7.754, -5.093, 2.806], [-8.618, -3.740, 2.034], [-8.689, -3.949, 3.803]],
  "atomic_forces_ev_per_a": [[1.4, -1.5, 0.3], [-2.1, 0.9, 4.9], [4.0, 0.1, -7.5], [-2.3, 2.0, 2.0], [-1.4, -2.4, -0.5], [1.4, 1.7, 0.1], [-0.3, -2.0, 3.2], [-2.6, -1.1, 4.3], [-1.0, -0.7, -0.8], [0.2, -0.6, 0.2], [-0.5, -0.2, -0.8], [-1.2, 0.0, 0.4], [1.5, 1.9, 1.4], [-0.3, -0.8, 0.7], [3.7, -4.9, 0.3], [0.3, 0.1, -0.3], [-6.2, 5.8, -0.4], [-0.5, 1.5, -3.7], [1.8, 3.6, 0.1], [-0.7, 1.4, -1.1], [-3.4, -1.3, -1.6], [0.2, 0.0, 0.4], [-1.6, 0.6, -1.3], [1.5, 1.8, -5.0], [-0.5, -0.9, 0.3], [4.8, 0.3, -0.2], [0.0, -1.0, -0.1], [-0.6, -0.2, -0.3], [1.3, 1.4, 0.1], [-2.2, 0.6, 1.5], [1.0, -2.2, 0.3], [-1.6, 0.0, -2.3], [1.9, 0.4, -1.2], [1.2, -0.5, 1.9], [2.0, 1.0, 0.9], [-2.1, -0.3, 1.8], [-2.3, 0.0, -0.8], [-0.2, -2.0, 1.3], [-0.3, -1.2, 2.2], [2.1, 0.6, 0.0], [0.0, 1.3, 2.2], [-2.1, -0.8, -0.2], [0.5, -0.5, -2.1], [2.2, 1.1, 0.9], [0.7, -0.8, -1.9], [-1.5, 1.8, -1.0], [1.9, 1.1, 1.4], [1.5, -1.7, 0.1], [-2.0, -1.1, 1.0], [-0.7, 0.1, -2.5], [2.5, -0.8, 0.8], [-1.8, -0.3, 1.9], [-0.8, -2.0, -1.6], [0.3, 1.4, -0.3], [0.6, 1.4, 2.0], [1.2, -1.9, 0.8], [2.6, -0.1, 0.6], [-0.6, -0.8, -2.2], [-0.7, 0.4, 1.1], [-0.5, 0.2, -1.2], [0.1, -0.3, 0.0], [0.8, 0.8, -0.2], [-0.6, -0.3, 0.2], [0.6, -0.5, -0.1], [0.0, 0.5, -0.3], [-0.1, 0.3, 0.0], [-0.1, -0.1, -0.2], [0.0, -0.1, 0.2], [-0.1, -0.3, 0.0], [0.0, -0.3, 0.4], [-0.3, -0.1, 0.0], [0.2, 0.2, 0.0], [0.0, 0.1, 0.2], [0.4, -0.1, -0.5], [-0.1, 0.0, -0.1], [0.4, 0.6, 0.6], [0.1, -0.1, -0.4], [0.0, -0.1, -0.3], [0.0, -0.2, 0.1], [-0.2, 0.1, -0.1], [-0.2, 0.0, 0.2], [-0.3, 0.0, 0.0], [-0.2, -0.2, 0.1], [0.2, 0.0, -0.2]],
  "homo_energy_ev": -10.05,
  "e_tot_ev": -64060.9492,
  "orbital_gap_ha": 0.2403,
  "fmax_ev_per_a": 8.53,
  "total_charge": 1
}


Record 3
{
  "formula": "C10H15N3OPRh",
  "method": "ωB97M-V/def2-TZVPD",
  "species": ["C", "C", "C", "C", "C", "Rh", "P", "H", "H", "H", "H", "H", "H", "H", "H", "C", "N", "C", "C", "C", "N", "C", "O", "N", "H", "H", "H", "H", "H", "H", "H"],
  "xyz": [[0.624, -1.235, -1.075], [-0.342, -2.200, -0.719], [-1.557, -1.917, -1.420], [-1.349, -0.765, -2.242], [-0.022, -0.318, -2.075], [0.917, 2.340, 0.956], [2.873, 1.881, 0.678], [1.644, -1.151, -0.722], [-0.174, -3.028, -0.033], [-2.485, -2.480, -1.341], [0.470, 0.515, -2.565], [-2.085, -0.305, -2.898], [3.528, 2.444, -0.462], [3.210, 0.493, 0.537], [3.727, 2.278, 1.756], [-3.647, 3.469, 1.776], [-2.721, 2.447, 2.265], [-3.062, 1.577, 3.278], [-2.184, 0.618, 3.696], [-0.908, 0.551, 3.083], [-0.582, 1.517, 2.218], [-1.464, 2.403, 1.761], [-0.979, 3.172, 0.869], [-0.001, -0.402, 3.330], [-3.677, 3.443, 0.682], [-3.325, 4.464, 2.108], [-4.633, 3.246, 2.182], [-4.069, 1.728, 3.664], [-2.429, -0.093, 4.476], [-0.228, -1.174, 3.934], [0.869, -0.435, 2.805]],
  "atomic_forces_ev_per_a": [[-1.9, -0.9, -0.2], [1.5, 0.9, -0.1], [0.6, 0.4, -0.1], [1.5, 0.9, -0.2], [-1.6, -1.3, 0.5], [-3.1, 1.4, -0.2], [3.7, -1.5, 0.0], [-0.2, -0.1, 0.0], [-0.1, 0.3, -0.2], [0.3, 0.2, 0.0], [-0.2, -0.1, 0.1], [0.2, -0.2, 0.2], [0.1, -0.3, 0.4], [0.5, 0.6, 0.0], [0.2, -0.3, -0.6], [0.3, -0.2, 0.0], [1.0, 1.3, -1.9], [-2.0, 0.2, 1.1], [2.3, -1.1, -0.3], [-3.4, -0.1, 1.8], [1.3, 0.3, -1.0], [-0.4, -0.1, 0.5], [-1.7, 0.8, -0.1], [1.7, -1.2, 0.2], [0.0, 0.1, 0.2], [-0.1, -0.2, -0.1], [0.1, 0.1, -0.1], [0.4, -0.2, 0.0], [-0.2, 0.1, -0.1], [0.1, 0.2, -0.2], [-0.6, 0.1, 0.3]],
  "homo_energy_ev": [-4.26, -8.11],
  "e_tot_ev": -29422.5028,
  "orbital_gap_ha": [0.1853, 0.2411],
  "s_squared": 6.04,
  "spin_multiplicity": 5,
  "fmax_ev_per_a": 3.95
}